Record 1
The following is a quantum chemistry calculation of C36H50N2O3PdSe as an isolated structure, from OMol25.

Structure (XYZ):
```
93
C36H50N2O3PdSe, DFT ωB97M-V/def2-TZVPD
Pd -0.8573 1.2685 0.4949
C -0.4267 -6.3684 3.1172
C -1.4745 -5.2908 3.4323
C -1.6983 -5.2415 4.9517
C -2.7901 -5.7130 2.7786
C -0.9917 -3.9338 2.9303
C -1.6761 -3.1694 1.9970
C -1.1961 -1.9471 1.5441
Se -2.0906 -1.0899 0.0910
C -1.1482 -2.0051 -1.3378
C -0.5187 -3.2047 -1.1530
C 0.2010 -3.8285 -2.1816
C 0.2228 -3.1753 -3.4094
C -0.4030 -1.9533 -3.6518
C -1.1248 -1.2915 -2.5981
O -1.6524 -0.1438 -2.6939
C -0.2936 -1.2498 -5.0056
C -1.6988 -0.9949 -5.5722
C 0.4400 0.0912 -4.8338
C 0.4810 -2.0708 -6.0377
C 0.9401 -5.1277 -1.8831
C 1.9873 -4.8865 -0.7840
C -0.0435 -6.2001 -1.3891
C 1.6624 -5.6807 -3.1117
C 0.0034 -1.3716 2.0581
O 0.4323 -0.2194 1.7092
C 0.7341 -2.1865 3.0074
C 0.2176 -3.4051 3.3966
C 2.0766 -1.6827 3.5427
C 2.7321 -2.6732 4.5073
C 1.8788 -0.3606 4.2998
C 3.0508 -1.4602 2.3774
H -0.7544 -7.3483 3.4826
H 0.5338 -6.1389 3.5812
H -0.2632 -6.4381 2.0392
H -2.0273 -6.2161 5.3296
H -2.4571 -4.4969 5.2002
H -0.7814 -4.9638 5.4744
H -3.0924 -6.6917 3.1641
H -2.6970 -5.7893 1.6945
H -3.5917 -5.0032 2.9932
H -2.6005 -3.5265 1.5576
H -0.5504 -3.6575 -0.1675
H 0.7761 -3.6306 -4.2222
H -2.2857 -0.4130 -4.8654
H -2.2071 -1.9464 -5.7573
H -1.6322 -0.4509 -6.5230
H -0.0580 0.7072 -4.0878
H 0.4759 0.6234 -5.7916
H 1.4685 -0.0824 -4.5010
H 0.0075 -3.0360 -6.2380
H 1.5092 -2.2576 -5.7175
H 0.5190 -1.5149 -6.9800
H 1.5303 -4.4919 0.1243
H 2.7279 -4.1557 -1.1183
H 2.5073 -5.8174 -0.5277
H -0.5684 -5.8668 -0.4924
H 0.4837 -7.1305 -1.1491
H -0.7949 -6.4100 -2.1540
H 2.4103 -4.9800 -3.4886
H 0.9656 -5.8953 -3.9256
H 2.1733 -6.6122 -2.8479
H 0.7824 -3.9945 4.1112
H 2.1173 -2.8549 5.3932
H 3.6864 -2.2581 4.8452
H 2.9356 -3.6360 4.0323
H 1.2333 -0.5122 5.1700
H 1.4171 0.3783 3.6493
H 2.8451 0.0188 4.6516
H 3.2369 -2.4020 1.8516
H 4.0083 -1.0840 2.7560
H 2.6428 -0.7495 1.6640
C -0.7418 2.8475 2.9201
C -0.3289 2.9517 1.4573
O -1.1170 3.5281 0.6297
N 1.1034 3.2419 1.3809
C 1.6713 3.3747 0.0449
C 2.2137 2.0821 -0.4925
C 3.5720 1.7812 -0.4159
C 4.0012 0.5260 -0.8127
C 3.0709 -0.3932 -1.2619
C 1.7353 -0.0032 -1.3143
N 1.3225 1.2095 -0.9578
H -1.7903 2.5581 2.9734
H -0.6041 3.8197 3.4049
H -0.1548 2.1026 3.4626
H 1.5894 2.5218 1.9064
H 2.4821 4.1135 0.0642
H 0.8778 3.7352 -0.6125
H 4.2652 2.5235 -0.0369
H 5.0520 0.2614 -0.7523
H 3.3463 -1.3962 -1.5600
H 0.9805 -0.6930 -1.6546
```

The charge is -2. For the total energy, the calculation gives -4266.39455 Ha. The HOMO-LUMO gap is 5.16 eV. As for the energy above the lowest of the compared OMol25 structures with the same formula, charge and spin: 11.8 kcal per mole. As for the lowest unoccupied orbital energy: 4.29 eV.

---

Record 2
The following is a quantum chemistry calculation of C36H51BN7O3ReSi as an isolated structure, from OMol25.

Structure (XYZ):
```
100
C36H51BN7O3ReSi, DFT ωB97M-V/def2-TZVPD
Re -0.1537 -0.5402 -0.1912
C 2.2876 -2.5712 1.3613
Si 3.1109 -1.1161 0.4838
C 4.1766 -2.0330 -0.7848
C 4.2878 -0.3642 1.7633
N 2.0505 0.0563 -0.2346
C 2.6747 1.2024 -0.7299
C 4.0884 1.3185 -0.8258
C 4.7670 2.4488 -1.2503
C 4.0636 3.5862 -1.6064
C 2.6796 3.5263 -1.5383
C 2.0087 2.3761 -1.1502
O 0.6259 2.3730 -1.0878
C -0.0672 3.1787 -1.9570
C -1.0291 4.0231 -1.4375
C -1.7774 4.8152 -2.3005
C -1.5576 4.7715 -3.6702
C -0.5872 3.9109 -4.1777
C 0.1567 3.1141 -3.3246
H 2.6722 -2.6379 2.3811
H 2.5355 -3.5081 0.8551
H 1.2064 -2.4721 1.4466
H 4.8754 -2.6957 -0.2575
H 4.7571 -1.3856 -1.4459
H 3.5353 -2.6623 -1.4120
H 4.2699 -0.9480 2.6886
H 3.9926 0.6607 2.0084
H 5.3224 -0.3340 1.4045
H 4.6929 0.4729 -0.5443
H 5.8506 2.4327 -1.2890
H 4.5616 4.4945 -1.9212
H 2.0947 4.4010 -1.7943
H -1.1956 4.0432 -0.3675
H -2.5376 5.4717 -1.8920
H -2.1335 5.4008 -4.3370
H -0.4182 3.8513 -5.2473
H 0.9083 2.4338 -3.7069
C 1.3381 -2.7484 -3.6881
C 0.7349 -1.8093 -2.6998
N 0.6139 -2.1048 -1.4512
O 1.0010 -3.3977 -1.1383
C 0.1508 -0.5611 -3.1109
C 0.0078 -0.1336 -4.5355
N -0.4412 0.1069 -2.1292
O -1.1879 1.0871 -2.3449
H 2.0638 -3.3977 -3.2077
H 1.8194 -2.1867 -4.4872
H 0.5593 -3.3771 -4.1297
H 0.7307 -3.4916 -0.2153
H -0.5446 -0.8735 -5.1237
H 0.9820 0.0125 -5.0099
H -0.5388 0.8059 -4.5590
B -1.7134 3.2602 2.1586
C -1.2828 2.0327 1.2716
N -0.9085 1.0824 0.7369
H -2.7541 3.7154 1.7290
H -1.8602 2.8149 3.2858
H -0.8094 4.0781 2.1187
C -2.3347 -2.8572 -2.4059
C -3.5528 -2.1116 -1.8541
C -3.5524 -0.6100 -2.1495
C -3.7940 -2.3548 -0.3735
C -5.0520 -2.8524 -0.0567
C -5.4632 -3.0767 1.2435
C -4.5614 -2.7964 2.2533
C -3.2805 -2.3130 2.0120
C -2.4528 -2.0831 3.2660
C -1.2090 -2.9666 3.3238
C -2.1267 -0.6050 3.5076
C -2.8480 -2.0593 0.6655
N -1.5997 -1.5512 0.3832
H -2.1861 -2.6216 -3.4671
H -2.4770 -3.9380 -2.3099
H -1.4339 -2.5925 -1.8618
H -4.4216 -2.5294 -2.3663
H -2.8450 -0.0717 -1.5273
H -4.5462 -0.1981 -1.9492
H -3.3005 -0.4061 -3.1947
H -5.7356 -3.0606 -0.8736
H -6.4564 -3.4508 1.4630
H -4.8564 -2.9575 3.2848
H -3.0910 -2.4082 4.0899
H -0.4882 -2.6326 2.5939
H -1.4595 -4.0109 3.1181
H -0.7445 -2.9103 4.3144
H -1.3744 -0.2506 2.8080
H -1.7416 -0.4580 4.5203
H -3.0180 0.0156 3.3835
C 1.4069 3.0040 4.7287
N 1.4730 1.6362 4.2307
C 1.6216 0.4800 4.9662
C 1.5136 -0.5443 4.0700
N 1.2903 -0.0428 2.8062
C 1.2782 1.2607 2.9489
H 1.1956 2.9812 5.7938
H 0.6056 3.5354 4.2211
H 2.3480 3.5265 4.5645
H 1.7899 0.4963 6.0313
H 1.5747 -1.6040 4.2658
H 1.1491 1.9800 2.1500
```

The charge is -1. For the total energy, the calculation gives -2404.01016 Ha. The HOMO-LUMO gap (spin up / spin down) is 6.30 / 6.24 eV. Its spin multiplicity is 4. The expectation value of S² is 3.788. As for the energy above the lowest of the compared OMol25 structures with the same formula, charge and spin: 25.8 kcal per mole. As for the lowest unoccupied orbital energy (spin up / spin down): 2.55 / 1.73 eV.

---

Record 3
The following is a quantum chemistry calculation of C36H51Br2GeN4OPb as an isolated structure, from OMol25.

Structure (XYZ):
```
96
C36H51Br2GeN4OPb, DFT ωB97M-V/def2-TZVPD
Pb -0.9770 -0.2011 -0.9171
C 0.2828 1.3491 6.3238
C 0.7821 0.0917 5.5948
C 0.1081 -1.1560 6.1897
C 2.2948 -0.0218 5.7806
C 0.3908 0.1843 4.1295
C -0.9473 0.3541 3.7602
C -1.2854 0.4038 2.4282
N -0.3854 0.3110 1.4414
C 0.9054 0.1596 1.7675
C 1.3139 0.0886 3.0912
C 1.8680 0.0698 0.6318
C 3.2352 0.1020 0.8217
C 4.1241 0.0470 -0.2560
C 3.5544 -0.0132 -1.5249
C 2.1818 -0.0410 -1.6538
N 1.3473 -0.0159 -0.6101
C 5.6229 0.0597 -0.0102
C 5.9820 -1.1665 0.8455
C 5.9882 1.3464 0.7479
C 6.4145 0.0076 -1.3159
H 0.5663 1.2915 7.3744
H -0.8025 1.4461 6.2843
H 0.7272 2.2534 5.9048
H 0.3738 -1.2421 7.2432
H 0.4389 -2.0645 5.6831
H -0.9795 -1.1011 6.1268
H 2.5216 -0.0590 6.8452
H 2.8232 0.8402 5.3672
H 2.6958 -0.9348 5.3349
H -1.7244 0.4395 4.5064
H -2.3203 0.5247 2.1264
H 2.3561 -0.0540 3.3257
H 3.6324 0.1862 1.8213
H 4.1641 -0.0364 -2.4156
H 1.7249 -0.0811 -2.6348
H 5.5016 -1.1382 1.8249
H 7.0591 -1.1879 1.0098
H 5.6994 -2.0954 0.3471
H 5.5107 1.3986 1.7274
H 5.7106 2.2350 0.1787
H 7.0657 1.3740 0.9092
H 6.1991 -0.8958 -1.8899
H 7.4794 -0.0018 -1.0876
H 6.2248 0.8805 -1.9436
Br 0.0579 1.9070 -7.7314
C -0.2806 1.3733 -5.9778
C -0.6045 0.0540 -5.6915
C -0.8229 -0.2781 -4.3702
N -0.7477 0.5995 -3.3652
C -0.4627 1.8792 -3.6452
C -0.2131 2.2980 -4.9433
C -0.4455 2.8225 -2.4878
C -0.2597 4.1835 -2.6699
C -0.2451 5.0234 -1.5645
Br 0.0013 6.8578 -1.7856
C -0.4151 4.4773 -0.3019
C -0.5999 3.1127 -0.2094
N -0.6243 2.2924 -1.2653
H -0.6758 -0.6906 -6.4711
H -1.0663 -1.3004 -4.1028
H 0.0360 3.3223 -5.1718
H -0.1265 4.6077 -3.6526
H -0.4042 5.0937 0.5853
H -0.7294 2.6517 0.7606
C 0.9240 -3.2191 -2.9549
C -0.3272 -3.5046 -2.1529
O -0.3565 -2.8546 -0.8735
C 0.5707 -3.4279 0.0710
C 0.0000 -3.3227 1.4656
H 0.8653 -3.7242 -3.9197
H 1.8181 -3.5830 -2.4488
H 1.0460 -2.1505 -3.1416
H -0.4418 -4.5798 -1.9947
H -1.2252 -3.1634 -2.6753
H 1.5350 -2.9166 -0.0134
H 0.7266 -4.4769 -0.1909
H -0.1013 -2.2868 1.7905
H 0.6592 -3.8294 2.1707
H -0.9776 -3.8017 1.5131
C -7.6569 0.4818 0.4466
Ge -6.8587 -0.5015 -0.9883
C -6.7783 0.8838 -3.2777
C -7.3426 -2.3421 -1.1879
C -5.7172 0.3596 -2.2579
H -8.7372 0.5282 0.2867
H -7.2603 1.4901 0.5299
H -7.5008 -0.0703 1.3760
H -7.8219 0.6323 -3.0312
H -6.6001 0.4638 -4.2640
H -6.7434 1.9680 -3.3420
H -8.4295 -2.4331 -1.2367
H -7.0211 -2.8723 -0.2870
H -6.8926 -2.7961 -2.0666
H -5.1506 1.1706 -1.8067
H -5.0249 -0.3452 -2.7122
```

The charge is +3. For the total energy, the calculation gives -9113.63345 Ha. The HOMO-LUMO gap is 7.94 eV. As for the energy above the lowest of the compared OMol25 structures with the same formula, charge and spin: 10.2 kcal per mole. As for the lowest unoccupied orbital energy: -8.44 eV.

---

Record 4
The following is a quantum chemistry calculation of C36H51F3N5OsP2S4 as an isolated structure in a non-equilibrium geometry, from OMol25.

Structure (XYZ):
```
102
C36H51F3N5OsP2S4, DFT ωB97M-V/def2-TZVPD
Os 0.0583 -0.5864 0.1659
S 0.4505 -3.0603 0.0310
C 0.3937 -3.3958 -1.6239
C 0.8744 -4.6323 -2.1686
C 0.8739 -4.8930 -3.5352
C 0.6166 -3.8936 -4.4873
C 0.0457 -2.7238 -4.0505
C -0.0198 -2.4282 -2.6234
S -0.6439 -0.9470 -2.0271
H 1.2454 -5.3735 -1.4532
H 1.0721 -5.8546 -3.9427
H 0.8370 -4.0727 -5.5499
H -0.1681 -1.9012 -4.7091
F 0.4766 -1.2876 2.9923
C 1.3259 -0.6436 2.0450
F 1.6116 0.5357 2.6625
F 2.4227 -1.4315 1.9775
C -0.3177 4.8453 -3.2494
C 0.2348 5.6062 -1.9746
C -0.8731 6.2927 -1.2317
C 1.2509 4.7745 -1.1803
N 0.6711 3.4492 -0.5833
C 0.7396 2.1606 -0.9532
N 0.0954 1.4522 -0.0368
N -0.3107 2.2939 0.8429
N 0.0792 3.4749 0.6591
H -0.9674 5.5871 -3.8026
H -0.9664 4.0110 -2.9199
H 0.5111 4.5303 -3.8663
H 0.9333 6.3846 -2.4157
H -1.5950 5.5684 -0.7960
H -1.4097 6.9493 -1.9497
H -0.5592 6.8963 -0.3906
H 1.6403 5.3495 -0.3252
H 2.0218 4.4057 -1.8206
H 1.3260 1.8370 -1.7915
C -4.1510 0.1479 4.1094
C -3.3367 0.6141 2.8048
C -4.0498 1.8787 2.2716
C -1.9463 1.1438 3.2241
P -3.0600 -0.8460 1.5518
N -1.5578 -0.6317 0.9348
C -4.3310 -0.7270 0.0703
C -3.8706 0.4816 -0.7539
C -5.7890 -0.4480 0.5738
C -4.3493 -1.9430 -0.8478
C -3.2517 -2.5601 2.3273
C -2.8348 -3.6697 1.3390
C -4.7290 -2.8323 2.6901
C -2.3519 -2.7579 3.5526
H -3.8075 0.8148 4.8949
H -3.8898 -0.8403 4.4032
H -5.2374 0.1863 3.9660
H -4.3297 2.4536 3.1786
H -4.9912 1.6035 1.7679
H -3.3849 2.4238 1.5800
H -2.0336 1.7086 4.1048
H -1.4969 1.7655 2.4305
H -1.2338 0.3281 3.2829
H -3.6502 1.3655 -0.1379
H -4.6901 0.7174 -1.4665
H -2.9546 0.1695 -1.2726
H -5.8659 -0.4865 1.6697
H -6.5478 -1.1751 0.2111
H -6.0488 0.5785 0.3461
H -3.3702 -2.2615 -1.0678
H -4.7604 -1.6787 -1.8130
H -4.9522 -2.7627 -0.4615
H -3.5994 -3.7658 0.5926
H -2.7061 -4.6100 1.9541
H -1.9313 -3.3583 0.8520
H -5.4635 -2.5969 1.8585
H -5.0935 -2.3567 3.6236
H -4.8709 -3.9056 2.8561
H -1.3111 -2.8100 3.2174
H -2.6178 -3.7166 3.9959
H -2.4594 -2.0090 4.3717
S 3.8093 2.2466 -1.9289
P 3.9406 0.3381 -1.2571
S 2.3326 -0.8623 -1.2821
C 4.6241 0.5035 0.4370
C 5.6289 -0.3816 0.8208
C 6.3809 -0.0853 1.9830
C 5.9669 0.9421 2.8308
C 4.8205 1.6386 2.5327
C 4.1962 1.5346 1.2844
C 5.2287 -0.5439 -2.1317
C 6.4170 0.1663 -2.3592
C 7.3554 -0.4158 -3.2463
C 7.1376 -1.6109 -3.8784
C 5.9387 -2.2875 -3.6017
C 4.9726 -1.7649 -2.7378
H 5.9476 -1.1918 0.1661
H 7.1947 -0.7967 2.1980
H 6.5331 1.1848 3.7337
H 4.5086 2.4521 3.2035
H 3.4177 2.2091 1.0586
H 6.6143 1.1805 -1.9534
H 8.2927 0.1720 -3.4457
H 7.8628 -2.0754 -4.5623
H 5.8004 -3.2495 -4.0676
H 4.0081 -2.2135 -2.5005
```

The charge is -1. For the total energy, the calculation gives -4341.83502 Ha. The HOMO-LUMO gap (spin up / spin down) is 3.91 / 5.40 eV. Its spin multiplicity is 5. The expectation value of S² is 6.027. As for the energy above the lowest of the compared OMol25 structures with the same formula, charge and spin: 50.5 kcal per mole. As for the lowest unoccupied orbital energy (spin up / spin down): 2.30 / 1.32 eV.

---

Record 5
The following is a quantum chemistry calculation of C36H51N5O2S2W as an isolated structure in a non-equilibrium geometry, from OMol25.

Structure (XYZ):
```
97
C36H51N5O2S2W, DFT ωB97M-V/def2-TZVPD
W -0.7991 0.2283 -0.9728
C -0.6306 -0.8077 3.1687
C -1.0670 -0.3253 1.0231
N -0.2762 -0.0426 2.0962
H -2.3178 -2.2171 3.3552
N -1.9610 -1.2315 1.4856
H -0.1327 -0.7426 4.1206
C 0.3701 -1.2804 -1.7561
C 0.5293 -1.4792 -3.1477
C 0.5103 -2.7814 -3.6591
C 0.4058 -3.8908 -2.8103
C 0.4022 -3.6920 -1.4280
C 0.5111 -2.4088 -0.8895
H 0.6647 -0.6003 -3.7940
H 0.5555 -2.9419 -4.7384
H 0.3262 -4.5526 -0.7575
H 0.7095 -2.2556 0.1764
C 0.3488 -5.2831 -3.3706
H 0.1052 -5.9979 -2.5794
H 1.3161 -5.5654 -3.8027
H -0.4032 -5.3638 -4.1634
C 0.8873 0.8157 1.9678
C 1.0956 1.6091 3.2470
C 2.1273 -0.0392 1.7377
H 1.4229 0.9340 4.0512
H 1.8751 2.3565 3.0472
H 0.1775 2.1222 3.5511
H 1.3030 2.4801 0.6642
H -0.4169 2.1254 0.7987
H 2.1390 -0.5121 0.7503
C 0.5794 1.6550 0.7396
H 2.1975 -0.8270 2.4974
H 3.0028 0.6108 1.8301
H 0.8031 1.0216 -0.1990
C -1.7185 -1.5207 2.7947
C -2.8924 -3.3388 0.7922
H -3.0300 -3.6775 1.8295
H -3.6694 -3.8115 0.1819
C -3.0184 -1.8207 0.6883
H -3.6674 -1.5488 -1.3466
C -4.3689 -1.4153 1.2645
H -4.4995 -0.3274 1.2723
H -1.9178 -3.6883 0.4312
H -1.9472 -1.8183 -1.1856
H -4.5088 -1.7910 2.2865
H -5.1514 -1.8540 0.6335
C -2.8050 -1.2924 -0.7210
H -2.7848 -0.1492 -0.7437
C 1.7690 2.7393 -6.0300
N 1.8317 2.1078 -4.8073
H 0.1690 2.6877 -7.5241
N -0.0566 1.6007 -5.6599
H 2.5527 3.3510 -6.4302
C 2.8989 2.3840 -3.8411
C 4.1935 2.6573 -4.5865
C 2.5414 3.6346 -3.0426
H 4.1531 3.5990 -5.1460
H 4.9969 2.7489 -3.8462
H 4.4517 1.8354 -5.2635
H 3.7993 1.3717 -2.1925
H 3.3837 0.3164 -3.5666
H 1.6861 3.4768 -2.3751
C 3.0453 1.1645 -2.9610
H 2.3063 4.4629 -3.7235
H 3.4096 3.9294 -2.4406
H 2.1011 0.8987 -2.4770
C 0.5850 2.4111 -6.5741
C -2.3346 2.3702 -5.2620
H -2.0486 3.3230 -5.7272
H -3.3793 2.1579 -5.5177
C -1.4710 1.2389 -5.8062
H -2.7644 -0.3300 -5.1742
C -1.8046 1.0770 -7.2739
H -1.1406 0.3572 -7.7622
H -2.2410 2.4494 -4.1732
H -1.4706 0.0450 -4.0141
H -1.7763 2.0358 -7.8021
H -2.8291 0.6943 -7.3348
C -1.7072 -0.0580 -5.0749
H -1.0935 -0.8508 -5.5165
C 0.7014 1.4097 -4.5553
O 1.8243 5.7931 0.4800
S 0.4094 6.1176 0.6300
O -0.1187 5.1296 1.8596
N -0.3906 5.1594 -0.9118
C -1.2897 4.5140 -0.4161
S -1.4087 2.0838 -1.8553
C -1.9734 4.1297 0.7110
C -3.0411 3.2117 0.7542
C -3.3650 2.6064 1.9595
C -2.5776 2.7794 3.1062
C -1.5577 3.7324 3.0988
C -1.2881 4.3872 1.9036
H -3.5953 3.0147 -0.1636
H -4.2660 1.9956 2.0256
H -2.7638 2.2028 4.0163
H -0.9334 3.9796 3.9579
```

The charge is -2. For the total energy, the calculation gives -2689.77624 Ha. The HOMO-LUMO gap (spin up / spin down) is 3.28 / 3.30 eV. Its spin multiplicity is 3. The expectation value of S² is 2.166. As for the lowest unoccupied orbital energy (spin up / spin down): 4.39 / 4.34 eV.